The following is a quantum chemistry calculation of the ion C19H34NO2 with charge +1, from the OMol25 dataset.

Geometry as XYZ:
```
56
Properties=species:S:1:pos:R:3
C 6.836 -4.304 3.769
C 5.911 -5.280 3.051
C 4.486 -4.751 2.885
C 4.392 -3.559 1.935
C 2.946 -3.115 1.725
C 2.849 -1.912 0.790
C 1.405 -1.461 0.592
H 0.822 -2.277 0.162
H 0.964 -1.213 1.560
C 1.316 -0.236 -0.330
C -0.110 0.183 -0.498
C -0.707 1.046 0.412
C -2.043 1.395 0.289
C -2.823 0.876 -0.748
C -2.223 0.004 -1.653
C -0.890 -0.335 -1.528
H -0.448 -1.023 -2.232
H -2.814 -0.427 -2.448
C -4.276 1.248 -0.893
H -4.854 0.334 -1.040
H -4.637 1.709 0.026
C -4.558 2.156 -2.100
H -4.156 1.687 -3.000
H -5.638 2.242 -2.224
C -3.984 3.574 -2.022
N -2.504 3.523 -1.810
H -2.088 3.408 -2.749
H -2.237 4.433 -1.402
H -2.244 2.723 -1.181
C -4.568 4.432 -0.889
H -5.582 4.743 -1.156
O -3.705 5.542 -0.740
H -4.091 6.182 -0.134
H -4.612 3.858 0.044
C -4.161 4.292 -3.377
H -5.186 4.158 -3.736
O -3.222 3.716 -4.263
H -3.368 4.045 -5.155
H -3.964 5.365 -3.252
H -2.496 2.034 1.037
H -0.128 1.441 1.233
H 1.898 0.578 0.106
H 1.750 -0.488 -1.299
H 3.285 -2.171 -0.177
H 3.433 -1.086 1.205
H 2.505 -2.858 2.692
H 2.368 -3.944 1.310
H 4.964 -2.721 2.336
H 4.829 -3.831 0.971
H 4.093 -4.464 3.863
H 3.856 -5.556 2.500
H 5.870 -6.209 3.623
H 6.325 -5.516 2.068
H 7.806 -4.763 3.941
H 6.417 -4.021 4.732
H 6.990 -3.403 3.181
```

The relative energy (zero: lowest compared OMol25 entry of this formula, charge and spin) comes out at 7.9 kcal/mol. The calculation puts the LUMO energy at -2.41 eV. As for the charge: +1. Its SMILES is CCCCCCCCc1ccc(CCC([NH3+])(CO)CO)cc1. The frontier orbital gap is 0.3471 hartree. For the HOMO energy, the calculation gives -0.4356 Ha. For the molar mass, the calculation gives 308.5 u.